# 1
{
  "formula": "C4H6ClNOS",
  "method": "the ωB97M-V functional and the def2-TZVPD basis",
  "de_lowest_ev": 5.3647,
  "largest_force_ha_per_bohr": 0.1111,
  "symbols": ["C", "C", "C", "C", "H", "H", "H", "H", "H", "H", "N", "O", "S", "Cl"],
  "coordinates": [[0.094, -1.182, 0.587], [0.703, 0.285, 0.311], [1.226, 0.731, -1.079], [-1.574, 0.731, -1.093], [-1.056, -1.402, 0.543], [0.641, -1.763, -0.394], [1.543, 0.402, 1.076], [1.894, -0.155, -1.531], [1.658, 1.726, -1.063], [-2.549, -0.020, -1.407], [-1.507, 0.848, 0.260], [-0.182, 1.518, 0.683], [-0.274, 0.636, -2.194], [0.681, -1.791, 2.249]],
  "atomic_forces_ev_per_a": [[1.0, -0.7, -2.6], [0.8, 2.4, 2.4], [-0.8, -3.8, -0.4], [-2.1, -3.1, 4.3], [2.6, 0.9, 0.1], [-1.5, 0.9, 3.2], [-0.9, -0.3, -1.2], [-1.0, 2.3, 0.9], [0.1, -0.2, 0.0], [2.6, 2.7, 0.8], [0.3, 2.5, -3.7], [-1.5, -4.5, -1.6], [0.9, 0.7, -0.6], [-0.5, 0.4, -1.7]]
}

=====

# 2
{
  "formula": "C4H6ClNS",
  "method": "the ωB97M-V functional and the def2-TZVPD basis",
  "de_lowest_ev": 2.7394,
  "largest_force_ha_per_bohr": 0.0512,
  "symbols": ["C", "C", "C", "C", "N", "S", "Cl", "H", "H", "H", "H", "H", "H"],
  "coordinates": [[0.636, 1.010, -0.179], [-0.202, 0.536, 2.052], [0.188, -1.320, -1.693], [-0.021, 0.109, 0.657], [1.223, 1.776, -0.803], [0.044, -1.504, 0.166], [-2.000, 1.075, -1.430], [0.713, 1.017, 2.226], [-0.192, -0.253, 2.748], [-1.030, 1.265, 2.192], [-0.874, -1.048, -2.076], [0.656, -2.287, -1.923], [0.860, -0.377, -1.936]],
  "atomic_forces_ev_per_a": [[-0.1, 1.5, -0.9], [-0.9, 0.6, -0.5], [0.2, 1.8, 0.5], [-0.4, -1.6, -0.7], [0.5, 0.1, 0.1], [-0.6, 1.1, -0.9], [0.3, -0.4, 0.7], [1.3, 1.3, 0.6], [-0.7, -1.2, 0.7], [0.5, -0.6, -0.2], [1.6, -0.7, 0.7], [-0.4, 0.5, -0.6], [-1.2, -2.3, 0.5]]
}

=====

DFT total energy readings, ordered: -31135.5740 -29090.0034 eV